Below is C22H35NO3P2PtS as an isolated structure, with properties calculated with the ωB97M-V functional and the def2-TZVPD basis.

Results
Energy above the lowest of the compared OMol25 structures with the same formula, charge and spin   502.22 kJ/mol
DFT total energy   -63663.6164 eV
Strongest force on any atom   4.7 eV Å⁻¹

```
! wB97M-V def2-TZVPD RIJCOSX def2/J DEFGRID3
* xyz 0 3
P 0.13 1.29 -3.36
P -3.21 0.65 -1.18
C -1.62 0.79 -3.66
C -2.71 1.41 -2.77
H -1.63 -0.30 -3.63
H -1.81 1.06 -4.71
H -2.53 2.48 -2.61
H -3.64 1.37 -3.37
C -4.41 -0.67 -1.57
H -4.51 -1.30 -0.68
H -4.06 -1.30 -2.39
H -5.38 -0.22 -1.81
C -4.20 1.89 -0.32
H -5.19 1.91 -0.80
H -3.74 2.89 -0.40
H -4.31 1.62 0.74
C 1.04 0.52 -4.73
H 2.12 0.56 -4.51
H 0.84 1.06 -5.67
H 0.73 -0.52 -4.82
C 0.20 3.09 -3.55
H -0.62 3.59 -3.01
H 0.12 3.38 -4.61
H 1.15 3.50 -3.17
Pt 1.75 2.12 1.81
C -2.30 -0.32 0.05
C -1.95 -1.73 -0.06
C -1.48 -2.40 -1.26
C 0.08 -2.39 -1.24
C 0.72 -1.26 -1.92
C 0.58 0.17 -1.92
C -0.10 1.03 -0.74
C -0.92 0.44 0.39
C 3.24 1.47 0.65
H -2.91 -0.29 0.98
H -1.66 -2.21 0.90
H -1.82 -1.93 -2.19
H -1.81 -3.44 -1.17
H 0.40 -2.59 -0.17
H 0.43 -3.27 -1.82
H 1.39 -1.58 -2.72
H 1.64 0.50 -1.90
H -0.68 1.88 -1.20
H 0.72 1.61 -0.23
H -0.28 -0.17 1.04
H -1.16 1.31 1.03
H 4.06 1.63 1.38
H 3.38 2.05 -0.26
H 3.10 0.40 0.44
O 0.92 1.40 5.53
S 2.15 1.06 4.87
O 3.30 1.92 4.99
N 1.80 0.70 3.16
C 1.81 -0.66 2.86
O 1.42 -1.11 1.77
C 2.35 -1.44 4.01
C 2.64 -2.83 4.06
C 3.32 -3.33 5.18
C 3.64 -2.49 6.25
C 3.26 -1.14 6.23
C 2.62 -0.64 5.10
H 2.33 -3.49 3.26
H 3.59 -4.39 5.24
H 4.19 -2.88 7.12
H 3.46 -0.46 7.07
*
```

---

Below is C22H35NO3P2SSn as an isolated structure, with properties calculated with the ωB97M-V functional and the def2-TZVPD basis.

Results
Energy above the lowest of the compared OMol25 structures with the same formula, charge and spin   160.97 kJ/mol
DFT total energy   -66237.2838 eV
Strongest force on any atom   2.9 eV Å⁻¹

```
! wB97M-V def2-TZVPD RIJCOSX def2/J DEFGRID3
* xyz 2 1
P 0.04 0.65 -6.34
P -3.00 0.58 -5.47
C -1.22 0.35 -7.68
C -2.61 0.88 -7.28
H -1.24 -0.73 -7.86
H -0.85 0.86 -8.58
H -2.69 1.97 -7.45
H -3.40 0.37 -7.86
C -3.61 -1.14 -5.69
H -4.13 -1.46 -4.78
H -2.78 -1.83 -5.89
H -4.31 -1.16 -6.54
C -4.61 1.46 -5.49
H -5.23 1.07 -6.31
H -4.43 2.53 -5.63
H -5.11 1.29 -4.53
C 1.41 -0.33 -7.03
H 2.26 -0.27 -6.35
H 1.68 0.05 -8.02
H 1.08 -1.38 -7.11
C 0.52 2.36 -6.80
H -0.29 3.06 -6.56
H 0.74 2.39 -7.88
H 1.42 2.64 -6.23
Sn -0.05 2.35 1.34
C -2.03 0.37 -1.67
C -1.92 -0.94 -1.93
C -1.25 -1.60 -3.08
C 0.27 -1.84 -2.87
C 1.11 -0.65 -2.50
C 0.93 0.61 -2.91
C -0.35 1.19 -3.44
C -1.47 1.53 -2.44
C 1.72 1.04 1.19
H -2.58 0.66 -0.77
H -2.35 -1.64 -1.22
H -1.43 -1.06 -4.02
H -1.69 -2.60 -3.22
H 0.39 -2.58 -2.07
H 0.68 -2.29 -3.78
H 1.96 -0.87 -1.86
H 1.75 1.33 -2.88
H -0.79 0.48 -4.16
H -0.10 2.10 -4.01
H -1.08 2.29 -1.73
H -2.28 2.02 -3.01
H 2.36 1.29 2.04
H 2.22 1.26 0.23
H 1.40 -0.01 1.21
O -1.44 2.23 5.21
S -0.35 1.76 4.40
O 0.72 2.69 4.03
N -0.89 1.11 2.95
C -0.69 -0.25 2.77
O -0.91 -0.79 1.68
C -0.09 -0.81 4.01
C 0.31 -2.13 4.24
C 0.86 -2.46 5.48
C 1.15 -1.46 6.42
C 0.88 -0.12 6.12
C 0.22 0.17 4.93
H 0.15 -2.87 3.46
H 1.07 -3.51 5.73
H 1.57 -1.72 7.38
H 1.14 0.70 6.79
*
```

---

Below is C22H35NO3P2Sn as an isolated structure, with properties calculated with the ωB97M-V functional and the def2-TZVPD basis.

Results
DFT total energy   -55421.1789 eV
Strongest force on any atom   3.7 eV Å⁻¹

```
! wB97M-V def2-TZVPD RIJCOSX def2/J DEFGRID3
* xyz 0 1
Sn 0.42 -0.79 -0.77
P -0.53 -3.28 -0.21
P 1.76 1.50 -0.70
N 2.24 -1.69 -0.95
H -0.88 -0.44 -1.88
C -1.93 -3.79 -1.26
H -2.25 -4.81 -1.01
H -1.63 -3.75 -2.32
H -2.78 -3.10 -1.11
C -1.08 -3.68 1.48
H -1.41 -4.73 1.55
H -1.91 -3.02 1.78
H -0.25 -3.51 2.18
C 0.78 -4.52 -0.54
H 0.41 -5.53 -0.31
H 1.65 -4.28 0.09
H 1.09 -4.45 -1.59
C 1.18 2.78 -1.84
H 1.85 3.65 -1.80
H 0.15 3.10 -1.56
H 1.14 2.37 -2.87
C 1.59 2.31 0.93
H 1.70 3.40 0.82
H 2.33 1.91 1.63
H 0.58 2.09 1.31
C 3.55 1.28 -0.98
H 4.07 2.25 -0.99
H 3.72 0.76 -1.93
H 3.98 0.65 -0.18
C 3.11 -2.15 -1.82
C 3.94 -2.89 -4.01
C 2.93 -2.33 -3.25
C 4.39 -2.53 -1.27
C 5.38 -3.07 -2.05
C 5.16 -3.27 -3.43
H 3.80 -3.04 -5.08
H 1.98 -2.02 -3.69
H 4.51 -2.36 -0.19
H 6.33 -3.34 -1.59
H 5.94 -3.72 -4.04
C -1.98 -0.03 1.31
O -0.82 -0.51 1.22
C -3.07 -0.26 0.30
H -3.82 0.54 0.41
H -3.58 -1.22 0.48
H -2.69 -0.24 -0.73
C -2.50 0.49 2.61
H -3.18 1.33 2.42
H -1.69 0.83 3.25
H -3.09 -0.28 3.13
O -1.55 3.75 -0.81
C -1.78 3.12 0.24
O -1.41 1.92 0.50
C -2.48 3.81 1.38
C -1.86 3.84 2.64
C -2.55 4.32 3.74
C -3.87 4.79 3.58
C -4.45 4.85 2.31
C -3.74 4.38 1.19
H -0.83 3.46 2.73
H -2.08 4.31 4.72
H -4.42 5.15 4.45
H -5.44 5.28 2.17
H -4.15 4.40 0.18
*
```

---

Below is C22H36Al2BrCl3F10InNO10 as an isolated structure, with properties calculated with the ωB97M-V functional and the def2-TZVPD basis.

Results
DFT total energy   -198491.7522 eV
Strongest force on any atom   6.1 eV Å⁻¹

```
! wB97M-V def2-TZVPD RIJCOSX def2/J DEFGRID3
* xyz 0 1
C -4.26 -0.44 5.73
C -3.35 -1.63 5.31
O -3.53 -1.92 3.94
In -2.04 -1.15 2.75
F -1.94 0.88 2.99
C -0.14 -2.20 3.28
C 1.15 -1.39 2.92
C 2.02 -1.02 4.10
F 2.03 -2.03 5.03
F 3.44 -0.90 3.74
C 1.58 0.27 4.85
F 0.26 0.37 4.92
F 2.01 0.12 6.13
C 2.26 1.58 4.31
F 1.69 2.58 4.99
F 3.55 1.60 4.66
C 2.04 1.89 2.81
F 2.62 3.10 2.59
F 0.77 2.01 2.49
F 2.66 1.03 1.99
C -2.65 -1.48 0.58
O -4.04 -1.89 0.62
O -4.80 -0.90 -0.02
H -3.70 0.31 6.31
H -4.75 -0.01 4.85
H -5.06 -0.81 6.39
H -3.72 -2.52 5.86
H -2.29 -1.49 5.61
H -0.22 -2.49 4.34
H -0.13 -3.12 2.68
H 0.84 -0.49 2.37
H 1.77 -1.97 2.21
H -2.63 -0.51 0.06
H -2.00 -2.21 0.09
H -5.00 -0.23 0.67
Al 4.27 -2.48 4.18
O 2.32 2.88 8.00
H 2.04 3.41 7.24
Cl -6.72 -1.04 1.17
Al 5.89 -4.95 4.29
Br 4.16 4.64 1.74
O 1.16 -2.20 -0.79
C 0.97 -1.17 -1.40
O -0.28 -0.78 -1.65
C -0.63 0.50 -2.21
C -0.54 0.50 -3.72
C 2.12 -0.38 -1.96
H -0.03 1.30 -1.76
H -1.66 0.68 -1.91
H 0.48 0.30 -4.06
H -0.86 1.46 -4.12
H -1.17 -0.29 -4.13
H 2.43 -0.83 -2.90
H 2.94 -0.42 -1.25
H 1.90 0.67 -2.12
C -4.77 2.72 -2.36
C -3.55 3.01 -3.12
N -2.60 3.24 -3.72
H -4.68 1.75 -1.87
H -4.92 3.49 -1.60
H -5.63 2.71 -3.02
O 3.73 -0.26 -6.67
C 2.98 -1.12 -6.32
O 2.59 -1.29 -5.03
C 1.78 -2.47 -4.92
C 1.23 -2.71 -6.31
C 2.36 -2.19 -7.20
H 2.40 -3.30 -4.57
H 0.99 -2.30 -4.19
H 0.97 -3.75 -6.50
H 0.33 -2.11 -6.47
H 3.11 -2.95 -7.40
H 1.99 -1.76 -8.12
O 6.39 -1.30 0.82
C 6.21 -0.68 -0.25
C 5.44 0.91 0.14
O 5.27 1.48 -0.95
H 5.53 -1.13 -1.00
H 7.09 -0.41 -0.85
H 6.15 1.35 0.86
H 4.56 0.63 0.73
C -7.72 4.88 -5.02
Cl -7.22 3.60 -6.14
Cl -7.39 4.44 -3.34
H -7.17 5.78 -5.26
H -8.78 5.05 -5.14
*
```

---

Below is C22H36As3AuN3O8Si2 as an isolated structure, with properties calculated with the ωB97M-V functional and the def2-TZVPD basis.

Results
Energy above the lowest of the compared OMol25 structures with the same formula, charge and spin   262.69 kJ/mol
DFT total energy   -246212.8768 eV
Strongest force on any atom   0.6 eV Å⁻¹

```
! wB97M-V def2-TZVPD RIJCOSX def2/J DEFGRID3
* xyz -1 1
Au 2.36 0.02 1.75
N 3.98 -1.10 2.38
C 5.15 -1.09 2.30
N 6.39 -1.23 2.41
C 7.35 -0.93 1.58
N 8.27 -0.70 0.92
C -3.30 -2.31 1.16
Si -2.09 -3.51 0.40
C -2.01 -5.05 1.47
C -2.62 -3.98 -1.33
As 0.08 -2.57 0.69
Si 1.48 -4.09 -0.53
C 1.75 -3.37 -2.23
C 0.79 -5.82 -0.67
C 3.09 -4.20 0.42
H -4.32 -2.70 1.07
H -3.28 -1.33 0.69
H -3.08 -2.16 2.21
H -3.03 -5.41 1.64
H -1.56 -4.85 2.44
H -1.44 -5.86 1.00
H -3.48 -4.66 -1.25
H -1.85 -4.49 -1.90
H -2.93 -3.10 -1.89
H 0.91 -3.61 -2.88
H 2.65 -3.81 -2.66
H 1.86 -2.29 -2.21
H -0.18 -5.85 -1.16
H 0.69 -6.31 0.30
H 1.49 -6.42 -1.26
H 3.48 -3.21 0.66
H 3.84 -4.73 -0.16
H 2.94 -4.73 1.36
C 2.81 3.75 1.70
O 3.42 3.28 0.51
C 2.68 2.79 -0.52
O 3.24 2.50 -1.53
C 1.18 2.64 -0.37
C 0.38 3.17 -1.29
As -1.55 2.78 -1.67
C -2.14 4.62 -1.31
C -1.98 1.80 -0.10
C -1.01 0.72 0.07
As 0.55 1.34 0.99
C -0.24 2.41 2.40
C -0.92 -0.40 -0.65
O 0.12 -1.26 -0.65
O -1.95 -0.78 -1.47
C -1.55 -1.12 -2.79
C -2.99 2.00 0.83
O -3.20 1.35 1.87
O -3.83 3.06 0.51
C -4.85 3.31 1.46
C 0.92 4.00 -2.43
O 0.85 3.63 -3.56
O 1.37 5.25 -2.17
C 1.27 5.81 -0.86
H 3.45 4.56 2.06
H 2.78 2.95 2.45
H 1.81 4.14 1.52
H -1.60 5.29 -1.99
H -1.95 4.90 -0.27
H -3.20 4.69 -1.51
H -0.80 3.23 1.95
H 0.53 2.77 3.08
H -0.94 1.76 2.93
H -2.47 -1.32 -3.33
H -0.91 -2.00 -2.80
H -1.03 -0.27 -3.25
H -5.42 4.15 1.07
H -4.44 3.56 2.44
H -5.50 2.44 1.58
H 1.28 6.89 -1.00
H 2.13 5.52 -0.25
H 0.34 5.52 -0.37
*
```

---

Below is C22H36BBiN3O3P2 as an isolated structure, with properties calculated with the ωB97M-V functional and the def2-TZVPD basis.

Results
Energy above the lowest of the compared OMol25 structures with the same formula, charge and spin   118.11 kJ/mol
DFT total energy   -59086.8239 eV
Strongest force on any atom   5.0 eV Å⁻¹

```
! wB97M-V def2-TZVPD RIJCOSX def2/J DEFGRID3
* xyz 2 2
Bi -0.13 0.44 -1.89
H 0.10 0.45 -5.41
H -1.72 0.34 -3.94
P -0.26 -2.31 -2.11
P -0.35 3.09 -2.03
C 1.35 3.59 -1.65
H 1.49 4.68 -1.71
H 1.58 3.28 -0.61
H 2.06 3.12 -2.34
C -0.63 3.71 -3.70
H -1.66 3.52 -4.03
H -0.45 4.80 -3.73
H 0.06 3.22 -4.41
C -1.52 3.89 -0.91
H -1.37 3.53 0.12
H -1.40 4.99 -0.90
H -2.55 3.67 -1.22
C 0.52 -2.78 -3.67
H 0.71 -3.87 -3.70
H -0.10 -2.50 -4.53
H 1.48 -2.26 -3.75
C 0.81 -3.07 -0.86
H 0.33 -2.93 0.12
H 1.03 -4.14 -1.01
H 1.77 -2.53 -0.85
C -1.85 -3.18 -1.98
H -2.50 -2.90 -2.81
H -1.72 -4.27 -1.99
H -2.34 -2.90 -1.03
C -2.49 0.34 -0.66
O -3.27 0.24 0.17
H -2.71 -0.51 -5.02
H -2.76 1.17 -4.98
H -1.12 1.42 -6.67
H -1.04 -0.59 -6.69
B -0.96 0.41 -6.01
N -2.15 0.35 -4.89
H 1.05 0.45 -3.29
O 0.76 2.92 1.03
C 0.84 1.71 1.28
N 1.28 1.21 2.49
C 0.85 -0.14 2.68
C 0.31 -0.45 1.31
O -0.44 -1.42 1.11
N 0.51 0.61 0.47
C 2.05 -0.90 3.22
C 2.72 -1.94 2.57
C 3.79 -2.56 3.23
C 4.22 -2.12 4.49
C 3.58 -1.04 5.10
C 2.51 -0.42 4.46
C -0.38 -0.18 3.54
C -0.52 -1.13 4.54
C -1.72 -1.16 5.26
C -2.76 -0.29 4.92
C -2.62 0.63 3.87
C -1.41 0.70 3.19
H 1.42 1.87 3.24
H 2.41 -2.26 1.57
H 4.31 -3.39 2.75
H 5.05 -2.61 5.00
H 3.90 -0.65 6.07
H 2.02 0.43 4.93
H 0.28 -1.84 4.72
H -1.82 -1.89 6.06
H -3.70 -0.32 5.49
H -3.43 1.31 3.58
H -1.29 1.39 2.36
*
```

---

> Which value of strongest force on any atom does entry 3 give?

3.7 eV Å⁻¹

---

> Look up the strongest force on any atom of the third one.

3.7 eV Å⁻¹

---

What did the fifth record say?
Below is C22H36As3AuN3O8Si2 as an isolated structure, with properties calculated with the ωB97M-V functional and the def2-TZVPD basis.

Results
Energy above the lowest of the compared OMol25 structures with the same formula, charge and spin   262.69 kJ/mol
DFT total energy   -246212.8768 eV
Strongest force on any atom   0.6 eV Å⁻¹

```
! wB97M-V def2-TZVPD RIJCOSX def2/J DEFGRID3
* xyz -1 1
Au 2.36 0.02 1.75
N 3.98 -1.10 2.38
C 5.15 -1.09 2.30
N 6.39 -1.23 2.41
C 7.35 -0.93 1.58
N 8.27 -0.70 0.92
C -3.30 -2.31 1.16
Si -2.09 -3.51 0.40
C -2.01 -5.05 1.47
C -2.62 -3.98 -1.33
As 0.08 -2.57 0.69
Si 1.48 -4.09 -0.53
C 1.75 -3.37 -2.23
C 0.79 -5.82 -0.67
C 3.09 -4.20 0.42
H -4.32 -2.70 1.07
H -3.28 -1.33 0.69
H -3.08 -2.16 2.21
H -3.03 -5.41 1.64
H -1.56 -4.85 2.44
H -1.44 -5.86 1.00
H -3.48 -4.66 -1.25
H -1.85 -4.49 -1.90
H -2.93 -3.10 -1.89
H 0.91 -3.61 -2.88
H 2.65 -3.81 -2.66
H 1.86 -2.29 -2.21
H -0.18 -5.85 -1.16
H 0.69 -6.31 0.30
H 1.49 -6.42 -1.26
H 3.48 -3.21 0.66
H 3.84 -4.73 -0.16
H 2.94 -4.73 1.36
C 2.81 3.75 1.70
O 3.42 3.28 0.51
C 2.68 2.79 -0.52
O 3.24 2.50 -1.53
C 1.18 2.64 -0.37
C 0.38 3.17 -1.29
As -1.55 2.78 -1.67
C -2.14 4.62 -1.31
C -1.98 1.80 -0.10
C -1.01 0.72 0.07
As 0.55 1.34 0.99
C -0.24 2.41 2.40
C -0.92 -0.40 -0.65
O 0.12 -1.26 -0.65
O -1.95 -0.78 -1.47
C -1.55 -1.12 -2.79
C -2.99 2.00 0.83
O -3.20 1.35 1.87
O -3.83 3.06 0.51
C -4.85 3.31 1.46
C 0.92 4.00 -2.43
O 0.85 3.63 -3.56
O 1.37 5.25 -2.17
C 1.27 5.81 -0.86
H 3.45 4.56 2.06
H 2.78 2.95 2.45
H 1.81 4.14 1.52
H -1.60 5.29 -1.99
H -1.95 4.90 -0.27
H -3.20 4.69 -1.51
H -0.80 3.23 1.95
H 0.53 2.77 3.08
H -0.94 1.76 2.93
H -2.47 -1.32 -3.33
H -0.91 -2.00 -2.80
H -1.03 -0.27 -3.25
H -5.42 4.15 1.07
H -4.44 3.56 2.44
H -5.50 2.44 1.58
H 1.28 6.89 -1.00
H 2.13 5.52 -0.25
H 0.34 5.52 -0.37
*
```